ORCA calculation (ωB97M-V with the def2-TZVPD basis set) on a 9-piece molecular cluster, C44H115N9O13 overall.

Geometry as XYZ:
```
181
C44H115N9O13 ωB97M-V with the def2-TZVPD basis set
C 3.077 0.443 7.441
O 3.062 0.584 6.041
C 3.770 1.606 5.471
C 3.453 1.632 3.977
C 4.012 0.364 3.350
N 4.035 2.884 3.476
H 3.996 -0.095 7.788
H 2.272 -0.159 7.799
H 3.030 1.415 7.910
H 3.548 2.556 5.936
H 4.851 1.427 5.621
H 2.353 1.624 3.826
H 5.093 0.324 3.448
H 3.759 0.238 2.331
H 3.565 -0.575 3.816
H 5.016 2.727 3.261
H 3.549 3.199 2.671
C -1.392 -3.151 -6.367
O -0.070 -3.324 -5.856
C 0.400 -2.206 -5.123
C 0.685 -1.023 -6.027
C 1.811 -1.372 -7.031
N 0.915 0.116 -5.138
H -1.507 -3.975 -7.031
H -1.413 -2.249 -6.942
H -2.109 -3.109 -5.581
H -0.243 -1.910 -4.309
H 1.356 -2.603 -4.663
H -0.194 -0.800 -6.594
H 1.452 -2.235 -7.563
H 2.838 -1.548 -6.618
H 1.926 -0.625 -7.803
H 0.817 1.028 -5.576
H 1.753 0.089 -4.570
C 6.445 -0.651 -1.523
O 6.326 0.764 -1.308
C 7.465 1.370 -0.598
C 7.161 2.895 -0.333
C 8.395 3.600 0.185
N 6.112 2.889 0.675
H 5.510 -0.973 -1.994
H 6.675 -1.250 -0.684
H 7.249 -0.817 -2.250
H 7.517 1.001 0.454
H 8.388 1.137 -1.237
H 6.923 3.303 -1.302
H 9.081 3.856 -0.707
H 8.934 3.051 0.898
H 8.140 4.542 0.690
H 5.694 3.788 0.851
H 5.461 2.143 0.374
C -1.760 0.450 4.753
O -1.416 -0.923 4.961
C -0.128 -1.255 4.551
C 0.044 -2.750 4.356
C -0.854 -3.371 3.294
N -0.286 -3.476 5.582
H -2.754 0.628 5.134
H -1.908 0.621 3.687
H -1.127 1.244 5.133
H 0.098 -0.905 3.555
H 0.598 -0.773 5.223
H 1.119 -2.899 4.150
H -0.850 -4.443 3.455
H -0.717 -3.212 2.222
H -1.896 -3.106 3.372
H -1.025 -2.999 6.042
H 0.529 -3.313 6.163
C 2.035 2.016 -0.861
O 1.218 1.502 0.217
C -0.144 1.671 -0.029
C -0.956 0.803 0.988
C -0.770 -0.659 0.796
N -2.336 1.132 0.823
H 1.895 3.059 -0.949
H 1.861 1.675 -1.801
H 3.056 1.825 -0.598
H -0.430 2.749 0.008
H -0.467 1.346 -1.078
H -0.499 1.133 1.921
H -1.126 -0.927 -0.211
H -1.298 -1.195 1.559
H 0.276 -0.951 0.806
H -2.847 0.816 1.641
H -2.596 2.092 0.725
C 2.600 -1.839 -0.377
O 1.634 -2.458 -1.214
C 1.241 -3.765 -0.796
C 0.539 -4.500 -1.950
N 1.421 -5.083 -2.918
C 0.757 -5.866 -3.972
C 1.791 -6.721 -4.689
O 3.073 -6.164 -4.805
C 3.862 -7.104 -5.563
H 3.415 -2.477 -0.240
H 2.230 -1.593 0.652
H 2.814 -0.807 -0.678
H 0.471 -3.581 -0.036
H 2.133 -4.236 -0.285
H 0.029 -3.735 -2.497
H 0.000 -5.259 -1.413
H 2.240 -5.532 -2.473
H 0.170 -5.142 -4.545
H 0.026 -6.595 -3.612
H 1.380 -7.111 -5.686
H 1.938 -7.630 -4.064
H 3.853 -8.141 -5.179
H 4.849 -6.611 -5.620
H 3.484 -7.154 -6.588
C -3.225 3.424 -2.580
O -3.849 3.675 -1.353
C -5.252 3.689 -1.393
C -5.886 2.241 -1.458
N -5.740 1.407 -0.325
C -6.324 1.859 0.982
C -6.292 0.772 2.046
O -5.023 0.308 2.328
C -4.918 -0.576 3.408
H -3.345 4.214 -3.360
H -3.515 2.492 -2.980
H -2.135 3.491 -2.422
H -5.632 4.397 -2.106
H -5.536 4.031 -0.391
H -5.572 1.636 -2.319
H -6.877 2.579 -1.563
H -4.775 1.281 -0.132
H -7.410 2.066 0.794
H -5.926 2.777 1.369
H -6.831 -0.066 1.716
H -6.763 1.152 2.916
H -5.403 -1.549 3.085
H -5.480 -0.193 4.233
H -3.882 -0.721 3.623
C -2.986 0.402 -4.921
O -3.928 0.044 -3.944
C -3.316 -0.636 -2.834
C -4.411 -1.278 -2.001
N -3.937 -1.887 -0.832
C -4.874 -2.441 0.138
C -5.233 -3.909 -0.052
O -5.949 -4.062 -1.246
C -6.491 -5.322 -1.356
H -3.397 0.864 -5.799
H -2.402 -0.483 -5.229
H -2.288 1.198 -4.572
H -2.736 0.051 -2.218
H -2.583 -1.399 -3.236
H -4.924 -2.008 -2.601
H -5.214 -0.536 -1.727
H -3.133 -1.463 -0.347
H -5.874 -1.930 0.175
H -4.518 -2.324 1.182
H -5.910 -4.106 0.846
H -4.340 -4.569 -0.053
H -7.277 -5.262 -2.074
H -6.920 -5.711 -0.476
H -5.739 -6.056 -1.566
C 3.945 6.037 1.962
O 2.936 5.284 1.368
C 1.596 5.733 1.399
C 0.960 5.761 2.801
N 1.074 4.521 3.571
C 0.366 3.373 3.038
C -1.167 3.602 2.978
O -1.524 4.375 1.813
C -2.846 4.711 1.744
H 4.231 5.672 2.905
H 3.643 7.176 2.103
H 4.835 5.981 1.420
H 1.028 5.082 0.713
H 1.532 6.766 0.940
H -0.072 6.003 2.700
H 1.392 6.659 3.273
H 2.103 4.243 3.612
H 0.459 2.495 3.681
H 0.803 3.130 2.062
H -1.522 4.124 3.879
H -1.681 2.606 2.856
H -2.908 5.257 0.846
H -3.005 5.465 2.544
H -3.641 3.939 1.816
```

## Properties
structure (SMILES): COC[C@H](C)N.COC[C@H](C)N.COC[C@H](C)N.COC[C@H](C)N.COC[C@H](C)N.COCCNCCOC.COCCNCCOC.COCCNCCOC.COCCNCCOC
lowest unoccupied orbital energy: 0.0252 Ha
energy relative to the best compared isomer or geometry (same formula, charge and spin): 3.666 eV